No. 1
Density functional theory data (ωB97M-V with the def2-TZVPD basis set) for a 3-piece molecular cluster, C31H54FIN4O7P overall.

Geometry as XYZ:
```
99
Properties=species:S:1:pos:R:3:forces:R:3:lowdin_charge:R:1
C 0.058973 1.196726 4.272410 0.20 -0.53 -0.05 0.15
C 0.143934 0.337479 3.427239 -0.91 -0.68 0.49 -0.09
C 0.034571 -0.963076 2.668727 0.74 0.66 0.95 -0.09
N -0.773468 -0.857344 1.446706 -0.58 0.01 -1.31 0.05
C -2.115605 -0.379998 1.330921 0.04 -0.12 -0.19 -0.17
C -2.874649 0.096463 2.566357 0.66 0.33 0.12 -0.62
I -4.896824 -0.684995 2.708053 0.49 -0.15 0.07 0.95
C -2.924082 1.663635 2.782625 0.16 0.01 -0.36 -0.28
C -2.167761 2.517958 1.718300 -0.55 0.60 0.87 -0.09
C -2.440731 -0.474289 -0.000682 -1.24 0.15 0.56 -0.14
C -3.745634 -0.057445 -0.659891 -0.02 0.76 -1.19 -0.09
C -3.701573 1.437969 -1.174356 -0.49 -0.07 1.03 -0.19
F -4.366385 1.573912 -2.385955 0.65 -0.28 0.44 -0.03
N -1.337580 -1.042725 -0.694780 0.52 0.48 1.44 0.05
P -1.333836 -1.396261 -2.400086 -0.25 -2.06 -3.32 0.52
O -2.584228 -2.001119 -2.843241 -0.35 0.63 0.78 -0.22
O -0.162317 -2.473671 -2.804902 -0.49 1.60 1.36 -0.11
O -0.976875 -0.025642 -3.171263 0.43 -0.97 2.21 -0.06
C -0.363526 -1.244174 0.240795 1.60 -0.54 -0.26 -0.19
C 0.997718 -1.858216 -0.085700 -0.31 -0.25 -0.57 -0.07
C 1.861313 -1.015563 -1.078607 0.18 -0.04 0.17 -0.13
C 2.658886 0.110898 -0.411365 0.57 0.44 -0.02 -0.22
C 4.044128 0.182988 -0.712480 0.00 0.21 0.20 -0.04
C 4.886796 1.187001 -0.192056 -1.09 0.25 0.30 -0.06
C 4.323676 2.171657 0.658400 -0.16 -1.18 -0.77 -0.06
C 2.946536 2.093695 0.968209 -0.02 0.52 0.28 -0.05
C 2.096872 1.093260 0.449719 1.18 -0.55 -0.60 -0.04
H -0.009107 1.867751 5.124872 0.17 -0.20 -0.82 0.07
H -0.400581 -1.776306 3.283054 0.12 0.68 -0.05 0.16
H 1.078499 -1.270471 2.461659 -0.81 0.12 -0.36 0.13
H -2.345344 -0.329961 3.442529 -0.50 0.11 -0.58 0.06
H -2.497027 1.901129 3.775471 -0.34 -0.37 -0.45 0.09
H -3.993375 1.952248 2.795137 0.73 0.08 0.03 0.06
H -1.181669 2.120573 1.417310 -0.59 0.03 -0.01 0.06
H -1.967031 3.506772 2.190322 -0.09 -0.59 -0.36 0.09
H -2.855231 2.723275 0.882320 0.73 -0.21 0.10 0.05
H -3.992702 -0.657864 -1.561802 0.44 0.08 0.64 0.11
H -4.620502 -0.121975 0.005715 0.74 -0.29 -0.03 0.04
H -4.269699 2.052838 -0.443651 0.38 -0.20 -0.49 0.11
H -2.667566 1.835902 -1.207973 -0.51 -0.20 -0.48 0.11
H -0.578279 -3.350410 -2.922544 -0.07 0.26 -0.02 0.10
H -0.456514 0.514177 -2.544313 -0.04 0.37 -0.70 0.09
H 0.780521 -2.841035 -0.560018 0.12 0.62 0.28 0.13
H 1.613557 -2.080842 0.800684 -0.55 0.26 -0.28 0.12
H 2.581997 -1.720032 -1.546201 -0.48 0.44 0.26 0.13
H 1.246261 -0.641848 -1.924660 0.38 -0.14 0.52 0.09
H 4.491877 -0.564528 -1.384498 -0.33 0.31 0.34 0.11
H 5.949422 1.218969 -0.462534 -0.53 -0.07 0.14 0.11
H 4.986034 2.959793 1.038851 -0.60 -0.29 -0.02 0.10
H 2.539879 2.880073 1.632302 0.12 -0.67 -0.46 0.09
H 1.023924 1.046529 0.692338 0.56 0.30 0.00 0.09
C 0.467387 8.953299 3.878357 -0.04 -0.08 -0.25 -0.11
O 1.553599 8.949156 2.969725 -0.09 0.04 0.34 -0.19
C 2.817991 9.205875 3.575174 0.28 0.02 -0.30 -0.21
C 3.672868 7.949884 3.616875 -0.25 0.00 0.18 -0.21
N 3.149424 6.975900 4.571055 0.02 -0.11 -0.25 -0.05
C 3.725251 5.637946 4.447212 -0.22 0.13 0.11 -0.19
C 3.577255 4.902644 3.113045 0.25 -0.24 0.16 -0.22
O 2.249837 4.492920 2.802639 0.05 0.33 0.05 -0.23
C 1.420376 5.510519 2.260220 -0.16 -0.25 0.10 -0.08
H -0.454369 8.976767 3.296143 0.08 0.03 -0.04 0.09
H 0.454125 8.045796 4.490305 -0.03 0.05 0.17 0.07
H 0.490650 9.829620 4.529612 0.01 -0.01 0.05 0.09
H 2.710446 9.653731 4.568059 -0.10 -0.16 0.03 0.12
H 3.321052 9.942784 2.944985 0.02 0.00 -0.01 0.12
H 4.693034 8.219354 3.906867 -0.01 -0.02 -0.02 0.13
H 3.702851 7.544590 2.598564 0.11 0.13 -0.09 0.10
H 2.148459 6.899068 4.446130 0.03 0.08 0.05 0.06
H 3.250590 5.022947 5.216814 0.08 -0.07 -0.02 0.12
H 4.788998 5.693794 4.700336 0.00 -0.01 -0.09 0.12
H 4.153041 3.975536 3.195263 -0.06 -0.02 0.04 0.11
H 4.015669 5.451249 2.271756 -0.14 0.14 0.01 0.12
H 1.976545 6.200505 1.623118 0.02 0.06 0.09 0.09
H 0.911632 6.051502 3.059419 0.01 0.21 -0.11 0.07
H 0.650316 5.026933 1.656271 0.06 -0.07 -0.03 0.08
C -4.463417 -7.031492 -4.285768 0.01 -0.23 -0.12 -0.11
O -3.601281 -7.147286 -5.403180 -0.09 0.25 0.26 -0.19
C -2.732857 -6.035256 -5.585042 0.20 -0.08 -0.33 -0.21
C -1.295989 -6.396957 -5.241732 -0.24 -0.03 0.20 -0.21
N -1.120660 -6.598631 -3.804066 0.13 0.07 -0.04 -0.06
C 0.141258 -7.246453 -3.433730 -0.18 0.01 0.10 -0.20
C 0.440878 -8.636970 -3.999413 0.25 -0.09 0.16 -0.23
O -0.381019 -9.671494 -3.489256 0.01 0.16 -0.17 -0.18
C -1.661131 -9.775438 -4.090862 0.07 -0.17 0.26 -0.09
H -5.224119 -7.807698 -4.369852 0.06 0.02 -0.07 0.09
H -3.924658 -7.191463 -3.346589 -0.05 0.11 0.11 0.07
H -4.959242 -6.058275 -4.259207 0.01 0.04 0.02 0.09
H -3.073092 -5.156900 -5.025637 0.00 -0.12 0.14 0.12
H -2.777281 -5.775613 -6.645360 0.03 0.01 -0.02 0.12
H -0.633836 -5.589695 -5.571714 0.01 -0.04 -0.02 0.12
H -1.044338 -7.298469 -5.809964 0.02 0.07 -0.15 0.10
H -1.879169 -7.171655 -3.457328 -0.01 0.05 -0.05 0.06
H 0.139362 -7.329209 -2.343133 0.08 -0.04 -0.02 0.12
H 0.965729 -6.574481 -3.697986 0.00 -0.06 -0.09 0.11
H 1.456605 -8.894816 -3.687129 -0.03 0.00 0.03 0.12
H 0.452499 -8.658875 -5.095013 -0.16 0.07 -0.01 0.11
H -1.638630 -9.528545 -5.154597 -0.02 0.10 0.02 0.09
H -2.381053 -9.143980 -3.565341 -0.13 0.06 -0.19 0.07
H -1.997298 -10.806596 -3.983473 0.09 -0.01 0.01 0.09
```
Forces are in eV/Å.

Its charge is +1. The frontier orbital gap is 7.571 eV. As for the spin multiplicity: 1. For the highest occupied orbital energy, the calculation gives -10.5 eV. The value obtained for the total energy is -73414.05670 eV.

---

No. 2
Density functional theory data (ωB97M-V with the def2-TZVPD basis set) for a 4-piece molecular cluster, C31H54FNO12 overall.

Geometry as XYZ:
```
99
Properties=species:S:1:pos:R:3:forces:R:3:lowdin_charge:R:1
O -2.251818 0.535841 0.442512 0.13 0.10 -0.60 0.05
C -1.726729 0.996678 -0.541840 -0.57 -0.31 0.64 -0.22
C -2.150879 0.666975 -1.976853 0.67 0.81 -0.53 -0.08
C -1.332062 1.526470 -2.937299 -0.93 -1.40 1.04 -0.22
C 0.021694 1.276085 -3.015960 -0.14 0.32 -0.05 0.02
C 0.808222 2.027620 -3.856507 2.11 -0.40 -0.34 -0.15
C 2.307761 1.754086 -3.892589 -0.27 0.35 0.38 -0.10
C 3.204736 2.998075 -3.642916 0.22 -0.79 0.48 -0.16
C 2.595606 4.051713 -2.736530 0.35 0.63 -0.86 -0.21
F 2.049563 3.505461 -1.586213 0.13 -0.16 0.12 -0.04
C 0.219062 3.002951 -4.631153 -0.22 0.00 -0.23 -0.05
C -1.145404 3.220017 -4.522367 0.65 1.16 -1.40 -0.07
C -1.939367 2.504755 -3.682195 -0.76 0.27 -0.15 0.04
C -1.490772 4.359569 -5.451410 -0.98 0.29 0.48 -0.36
O -2.584475 4.820221 -5.669485 0.74 -0.23 0.22 0.13
N -0.285242 4.834762 -6.035442 0.93 -0.47 0.79 0.16
C 0.790518 3.950910 -5.643681 -0.26 -0.29 -0.38 -0.35
O 1.890453 4.022139 -6.131900 -0.49 -0.04 0.55 0.12
H -0.897258 1.727352 -0.411207 -0.08 -0.15 -0.29 0.13
H -1.955919 -0.380271 -2.225328 -0.08 -0.02 0.38 0.13
H -3.211073 0.861064 -2.153319 0.00 -0.12 0.42 0.12
H 0.472685 0.514629 -2.390454 0.01 -0.01 -0.04 0.14
H 2.552387 1.235902 -4.824897 0.16 0.24 0.01 0.12
H 2.530183 1.059149 -3.077908 -0.16 -0.08 -0.18 0.11
H 4.092596 2.625969 -3.116779 -0.04 0.03 -0.14 0.12
H 3.580407 3.439474 -4.563304 -0.28 0.19 0.08 0.08
H 3.390568 4.760531 -2.479852 -0.15 -0.10 0.32 0.12
H 1.811367 4.641581 -3.222025 -0.07 -0.20 0.04 0.11
H -2.999567 2.719715 -3.617127 0.02 -0.10 0.03 0.14
H 0.023630 5.736612 -5.677932 -0.61 0.49 -0.81 0.16
C 9.882411 2.987439 -4.367138 -0.19 0.13 0.06 -0.11
O 8.890749 3.499429 -5.233093 0.20 -0.32 -0.14 -0.20
C 9.386706 3.976146 -6.473497 -0.23 0.09 0.10 -0.19
C 8.581352 3.461914 -7.653124 -0.14 0.10 -0.13 -0.18
O 8.656588 2.065635 -7.899316 0.03 -0.01 -0.01 -0.12
C 8.074334 1.168657 -6.965195 0.14 -0.12 0.09 -0.18
C 6.565129 1.226811 -6.839075 -0.14 0.16 0.26 -0.19
O 6.122287 2.432845 -6.234294 0.15 0.11 -0.34 -0.20
C 5.038147 3.054240 -6.896860 0.04 -0.04 0.28 -0.11
H 10.338380 3.795430 -3.785760 0.14 -0.07 0.00 0.09
H 9.398679 2.291211 -3.681385 -0.03 0.07 0.03 0.09
H 10.657649 2.441741 -4.913639 0.03 0.04 -0.01 0.09
H 10.438976 3.706998 -6.610376 0.00 -0.06 0.06 0.12
H 9.309910 5.070380 -6.458110 0.12 0.03 -0.20 0.13
H 8.997695 3.930529 -8.549144 0.08 -0.07 0.01 0.13
H 7.543590 3.793135 -7.600367 -0.02 -0.02 0.25 0.11
H 8.553964 1.255851 -5.989722 -0.15 0.15 0.09 0.11
H 8.323902 0.171236 -7.337172 -0.02 0.04 -0.10 0.13
H 6.234041 0.401309 -6.196336 0.10 -0.19 -0.16 0.13
H 6.106189 1.099790 -7.825079 0.04 0.02 -0.03 0.12
H 5.125396 2.982451 -7.985428 -0.01 -0.06 0.00 0.09
H 5.047833 4.110614 -6.626220 -0.05 -0.02 0.06 0.09
H 4.090162 2.618949 -6.567933 -0.09 0.03 -0.21 0.07
C 0.812051 0.533233 6.774275 0.05 -0.23 -0.03 -0.11
O -0.076067 -0.540592 6.545627 -0.13 0.36 -0.10 -0.20
C -1.286713 -0.465042 7.279573 0.10 -0.24 -0.09 -0.19
C -2.505350 -0.721335 6.411169 -0.14 -0.16 -0.03 -0.19
O -2.781571 0.252992 5.417923 -0.02 0.05 0.03 -0.12
C -1.889297 0.392049 4.318814 0.10 0.17 -0.02 -0.17
C -1.815325 -0.785730 3.370214 0.30 -0.23 0.05 -0.19
O -1.194744 -1.919136 3.971249 -0.37 0.04 0.21 -0.19
C -1.881762 -3.132230 3.764007 0.34 0.04 0.00 -0.12
H 1.427400 0.340457 7.659314 0.01 0.15 0.04 0.09
H 1.464277 0.616885 5.904515 0.03 -0.07 0.03 0.09
H 0.280822 1.482670 6.892461 -0.01 0.00 0.04 0.09
H -1.393048 0.507032 7.771885 0.05 0.04 -0.05 0.12
H -1.249019 -1.241547 8.054093 -0.20 0.08 0.11 0.13
H -3.375417 -0.704679 7.074527 0.01 0.10 0.00 0.13
H -2.481173 -1.722685 5.978529 0.25 0.00 -0.04 0.10
H -0.895789 0.686585 4.658823 0.09 -0.21 0.02 0.11
H -2.275528 1.237660 3.744242 -0.11 -0.05 0.01 0.13
H -1.207292 -0.507049 2.505390 -0.18 0.21 -0.06 0.11
H -2.819215 -1.038323 3.014754 -0.01 0.01 0.02 0.12
H -2.967360 -3.001045 3.815138 0.00 0.02 -0.08 0.07
H -1.585710 -3.818111 4.559202 0.05 -0.01 -0.04 0.09
H -1.602080 -3.572133 2.800298 -0.18 -0.06 -0.03 0.09
C -4.195341 -4.553551 6.387840 -0.18 0.04 0.23 -0.11
O -5.595256 -4.367395 6.368801 0.13 -0.22 -0.33 -0.19
C -6.066108 -3.593727 5.277186 -0.14 -0.01 0.25 -0.19
C -7.253009 -4.237344 4.584190 -0.20 0.06 0.00 -0.18
O -6.993019 -5.456903 3.904687 0.01 0.00 -0.03 -0.12
C -6.664096 -6.612134 4.662629 0.19 -0.05 -0.03 -0.18
C -7.761486 -7.158765 5.553722 0.01 0.06 0.32 -0.19
O -8.044830 -6.298902 6.648077 -0.13 0.18 -0.33 -0.20
C -9.420489 -6.073753 6.871361 0.18 -0.02 0.21 -0.12
H -3.708090 -3.703056 6.876405 0.17 -0.03 -0.10 0.08
H -3.985864 -5.457994 6.960032 -0.03 0.05 0.07 0.09
H -3.787676 -4.687844 5.382069 -0.01 0.04 -0.01 0.07
H -5.272709 -3.416968 4.543655 0.04 -0.05 0.03 0.11
H -6.387360 -2.624183 5.677163 -0.02 0.10 -0.22 0.13
H -7.579788 -3.542819 3.805261 0.09 -0.04 -0.06 0.13
H -8.100465 -4.341967 5.262656 0.14 -0.06 0.20 0.11
H -5.741257 -6.460668 5.223527 -0.10 0.07 0.20 0.11
H -6.444051 -7.384168 3.920276 -0.08 0.04 -0.06 0.13
H -7.429751 -8.116776 5.972651 0.03 -0.11 -0.23 0.13
H -8.664581 -7.337373 4.960752 0.01 0.04 -0.03 0.12
H -9.977203 -5.977329 5.933793 0.00 -0.05 -0.01 0.09
H -9.515917 -5.136182 7.419643 0.02 -0.04 0.05 0.09
H -9.848682 -6.878905 7.477821 -0.14 0.00 -0.09 0.09
```
Forces are in eV/Å.

The frontier orbital gap is 8.241 eV. As for the spin multiplicity: 1. For the highest occupied orbital energy, the calculation gives -8.9 eV. The value obtained for the total energy is -61794.41678 eV.

---

What lowest unoccupied orbital energy values result from the calculations? In sequence: -2.9168 -0.6781 eV.